No. 1
Entry from the OMol25 dataset: a structure of composition C20H28F3O5PdS (ωB97M-V with the def2-TZVPD basis set).

Properties
⟨S²⟩: 2.02
LUMO level (spin up / spin down) in hartree: 0.081 / 0.072
HOMO energy (spin up / spin down) in eV: -3.313 / -3.281
Charge: -1
Orbital gap (spin up / spin down) in Ha: 0.203 / 0.193
2S+1: 3
Molecular weight in g/mol: 543.92
Strongest force on any atom in hartree/bohr: 0.0660

The geometry in XYZ format:
```
58
Properties=species:S:1:pos:R:3:forces:R:3
F -3.079193 2.846649 3.107643 -0.071 -0.445 0.488
C 3.525337 2.364840 2.065392 0.062 -0.720 -0.809
C -3.019395 -1.202865 -0.192078 -0.247 0.135 -0.132
O -3.727863 -2.428920 0.066442 0.842 -0.059 0.781
H -3.905182 -3.184337 2.022192 0.236 0.128 -0.468
H -1.881023 -0.147270 1.323891 0.048 -0.439 -0.204
H -3.719985 -0.358163 -0.034616 0.275 -0.365 -0.189
H 4.031936 3.304826 2.288786 -0.111 -0.271 -0.160
H 2.487659 -0.786186 -4.218191 -0.075 -0.139 0.100
H -0.593273 -1.310208 -5.015142 0.097 0.061 0.245
H -0.871423 -1.033083 0.227381 -0.272 0.004 0.183
O -0.301607 0.473370 3.978536 -0.562 0.672 0.245
C 0.259014 -3.080063 -2.841367 0.009 0.310 0.139
Pd 0.992608 0.507211 -0.819106 1.698 -0.600 2.330
H 1.493947 -0.235490 2.712123 0.158 0.601 -0.297
H 1.563089 -3.010192 -1.050482 -0.275 -0.028 0.168
H 4.407410 1.730207 0.097698 -0.353 0.011 0.312
H 1.228295 2.213037 -2.634329 -0.015 0.464 0.236
H -1.005920 -2.915959 1.659039 -0.219 0.179 0.182
C 1.534803 3.288031 -0.636563 -0.018 0.262 -0.296
H -1.489643 3.017459 0.620174 0.272 -0.082 -0.059
H -1.198251 1.606067 -1.621568 -0.024 0.191 0.167
H 0.816063 4.116755 1.290362 0.191 -0.244 -0.141
C 0.927987 2.399736 -1.602028 -1.176 0.388 0.283
C 2.044165 -1.778705 -4.078424 0.161 0.136 -0.093
H -0.813451 -3.288598 -2.925717 0.298 0.030 -0.173
F -2.593012 2.075393 5.112429 -0.128 -0.067 -0.748
C 0.673727 3.467445 0.433127 -0.057 0.467 0.051
H 2.204534 2.125526 3.863603 0.048 -0.147 -0.277
O -0.106781 2.930542 3.591246 -0.927 -0.455 0.194
H -2.881838 -4.122428 0.904295 -0.061 0.377 0.119
H 2.504322 3.769637 -0.786091 -0.378 -0.289 0.254
H 2.738640 -2.402726 -3.503087 -0.078 0.186 -0.097
H -1.223347 -0.715707 -3.459013 0.219 -0.077 -0.045
F -3.195552 0.691218 3.520907 0.251 0.766 0.205
O 0.980982 -1.217033 -1.953576 -0.665 -2.765 -1.851
H 2.734698 -0.399702 0.309395 0.411 0.154 0.545
C 2.800966 0.450392 1.020409 -0.359 0.119 -0.167
C -0.367080 1.982801 -1.029189 0.051 1.580 -0.278
C -0.521122 2.729870 0.231287 -0.019 1.117 -2.018
H 1.918309 -2.237769 -5.064952 -0.078 0.042 0.092
O -0.750369 1.405479 1.779785 -0.745 -0.360 2.665
C 0.717361 -1.690690 -3.353098 0.162 -0.039 -0.016
C -3.143128 -3.095183 1.221004 -0.352 -0.192 -0.144
C -1.913950 -2.300784 1.714329 -0.307 0.097 -0.377
H -2.062257 -1.939531 2.738346 0.197 -0.271 -0.186
H -2.705472 -1.206587 -1.255914 -0.163 0.026 0.395
H -0.159118 -2.496067 -0.733940 0.323 -0.252 -0.043
C 2.539043 1.749570 2.901769 0.174 -1.179 -0.609
C 2.133135 0.541700 2.282596 0.328 0.391 0.209
H 0.088081 0.158007 -4.285965 -0.055 -0.175 0.119
H 0.876491 -3.912702 -3.198797 -0.348 0.179 -0.035
S -0.715896 1.660276 3.252588 1.257 -0.657 -1.065
C -1.827089 -1.085544 0.768403 -0.183 0.098 -0.070
C -0.314868 -0.838200 -4.061091 -0.001 0.115 -0.026
C -2.497902 1.830596 3.789725 0.250 -0.102 -0.441
C 0.651755 -2.568402 -1.464615 0.212 0.412 0.443
C 3.710634 1.552452 0.924035 0.092 0.722 0.364
```
Forces are in eV/Å.

No. 2
Entry from the OMol25 dataset: a cluster of 2 separate species, C20H28FNO6 in total (ωB97M-V with the def2-TZVPD basis set).

Properties
LUMO level in hartree: 0.015
HOMO energy in eV: -8.590
Orbital gap in Ha: 0.330
Molecular weight in g/mol: 397.44
Strongest force on any atom in hartree/bohr: 0.0693

The geometry in XYZ format:
```
56
Properties=species:S:1:pos:R:3:forces:R:3
C -1.027971 -3.218540 3.252467 1.631 -0.102 0.382
H 0.853259 -0.201561 -1.435474 -0.674 -1.019 0.246
C 1.495806 4.044347 -2.485612 -0.668 0.386 0.369
O -0.693984 -1.429684 -2.214967 1.660 1.376 0.277
H 0.493614 1.951154 1.707068 0.259 0.849 -0.640
H 1.361322 3.326758 0.745724 -0.742 -0.505 0.781
H -3.227048 0.603672 0.887197 1.227 0.020 -0.078
C 1.884261 -3.655714 3.230617 -2.271 -0.002 0.578
C -1.070787 -2.361570 0.743549 0.373 -0.094 0.300
H -2.211317 2.886740 1.088314 0.491 -0.619 -0.984
H 3.579440 1.720392 -2.312066 -0.152 0.079 0.156
H -1.225525 -0.798175 -4.105202 1.152 -0.041 0.712
H -0.894241 -3.978361 5.392207 0.527 0.307 -1.273
H 0.322545 -1.758794 -3.993274 -0.348 1.264 0.339
H 1.620589 -4.424063 5.388016 -0.390 0.510 -1.093
C -0.317460 -3.754758 4.449989 1.420 0.376 -1.626
H 0.063153 -0.368085 0.871319 -0.522 -0.767 -0.487
C 2.366638 -1.876557 -1.198304 -0.988 -0.667 0.935
H -2.786145 -2.923541 4.523675 -0.042 -0.290 -1.298
C -0.277850 -0.930419 -3.497144 -0.718 -1.148 -0.835
C -0.443607 2.521666 -0.269605 -0.811 0.380 1.517
H -3.970408 2.844111 -0.596045 1.063 -0.585 -0.380
C 1.139056 -4.001695 4.471698 -1.710 1.338 -2.824
H 4.141784 3.903866 -3.217932 0.032 -0.021 -0.169
H -3.063407 -3.969729 2.993945 0.089 1.259 0.511
O -1.731192 -0.247265 -0.256514 1.356 0.600 1.376
C -1.937155 2.230308 0.203947 0.226 -0.715 -0.647
C 1.182661 -3.122124 2.031887 -0.766 -0.516 2.006
C 2.774222 2.239088 -2.832380 0.255 -0.733 0.488
H -2.561314 3.542991 -1.469774 -0.401 -1.018 0.599
H -1.093676 -3.131463 -0.089500 0.193 0.836 0.984
N 1.212390 -2.354834 -1.168532 2.041 1.841 -0.203
C 3.270577 3.398286 -3.642374 0.016 -0.040 -0.679
C -2.931322 2.594380 -0.969352 0.003 0.466 -0.152
H 0.015804 1.674365 -0.851720 -0.702 0.760 0.697
C -2.106220 0.731840 0.725943 -1.822 1.113 -0.105
O 3.425957 -1.401831 -1.083615 -0.366 -0.454 -0.535
H -2.936542 -2.094854 2.906153 0.126 -1.048 0.398
O 0.678697 4.777514 -2.032743 0.407 -0.120 -0.304
C -2.592252 -3.032607 3.416226 1.472 -0.222 0.076
C -0.548726 -0.981988 0.155175 -0.287 -0.594 -1.115
C 0.293555 -1.164226 -1.204865 -2.318 -0.040 -0.030
O 1.887602 2.865888 -1.907047 0.211 0.706 -0.642
H 1.826771 -2.906358 1.147919 -0.844 -0.206 0.842
H -1.636070 0.590124 1.739600 -0.101 0.005 -1.078
H -0.498651 3.417092 -0.947731 0.285 -1.042 0.954
H -2.152180 -2.192194 1.022710 1.330 -0.142 -0.273
H 0.274787 0.048742 -3.456451 -0.460 -0.928 0.113
O 2.168077 4.279376 -3.648897 0.162 -0.218 0.648
H 2.994231 -3.841384 3.239561 -1.353 0.363 -0.324
H -0.265056 3.589710 1.636424 1.132 -0.578 -0.561
H 2.218446 1.513970 -3.432522 0.085 0.172 -0.194
C -0.287825 -2.884073 1.992041 1.019 -1.284 2.465
H -2.981875 1.818733 -1.788403 0.036 0.609 1.039
F 3.534905 3.025924 -4.917786 0.127 0.083 -0.049
C 0.389660 2.865409 1.062462 -0.949 0.060 -1.210
```
Forces are in eV/Å.

No. 3
Entry from the OMol25 dataset: a structure of composition C20H28IrN4O2SSi (ωB97M-V with the def2-TZVPD basis set).

Properties
⟨S²⟩: 0.79
LUMO level (spin up / spin down) in hartree: -0.249 / -0.306
HOMO energy (spin up / spin down) in eV: -13.815 / -13.800
Charge: +2
Orbital gap (spin up / spin down) in Ha: 0.259 / 0.201
2S+1: 2
Molecular weight in g/mol: 608.84
Strongest force on any atom in hartree/bohr: 0.0679

The geometry in XYZ format:
```
57
Properties=species:S:1:pos:R:3:forces:R:3
N 0.831140 2.334329 0.327252 0.512 -1.009 -1.443
Ir 0.364735 0.344147 -0.540118 -2.874 0.061 1.985
H -4.628789 1.242516 -5.331562 0.007 0.052 0.014
C 1.619551 -2.471946 -2.954584 -0.082 0.390 0.257
H -4.372795 2.404804 -3.182697 0.000 -0.001 -0.015
H -0.628792 -0.977992 3.214157 0.088 0.102 0.042
H 3.640544 -3.448607 -0.468037 -0.018 -0.022 0.063
H -2.930890 -0.395531 -6.094743 -0.048 0.024 0.000
H 2.330458 5.245434 -0.372715 0.049 -0.049 -0.032
O -0.454686 0.246826 -2.496246 1.345 0.021 0.172
C -3.243174 3.300562 -1.045064 0.004 -0.050 -0.046
C 4.414495 -1.295082 -2.875137 -0.298 -0.253 0.495
H 1.212628 -1.801418 -3.715139 0.013 -0.038 -0.026
H 4.844200 -2.269694 -3.114960 0.081 0.040 -0.061
C -3.612790 1.700079 -3.491406 0.176 0.029 0.452
H 3.033581 0.630339 -0.639131 0.051 -0.007 -0.010
C 0.173078 1.269244 2.370216 -0.163 -0.191 0.325
H -2.898300 3.756222 -0.121261 0.012 -0.045 0.012
H -0.952695 -0.861690 -4.676149 -0.016 0.008 0.001
C -1.719785 -0.162184 -4.370329 0.095 -0.021 -0.043
Si 2.845179 -1.554432 -1.847699 0.339 0.134 -0.054
C -2.809676 0.108994 -5.145828 -0.024 -0.050 -0.079
C 1.378732 3.466192 2.339350 -0.225 -0.322 0.054
H -1.315357 -3.178556 3.042653 -0.033 0.022 -0.025
C -0.790141 -1.990926 1.441034 0.088 0.115 -0.328
C -2.547272 1.433795 -2.657375 0.085 -0.202 -0.215
H -0.660293 2.423165 3.939083 -0.004 -0.007 0.044
C -2.447737 2.056088 -1.321265 -0.114 0.364 0.205
H 2.126489 -2.823867 0.178610 -0.008 0.014 -0.016
C 3.085694 -2.532545 -0.252146 0.184 0.043 -0.339
H 1.318351 3.243856 -1.452834 0.080 -0.095 0.017
H 5.164427 -0.713423 -2.337774 0.034 -0.006 -0.029
H -1.472172 -3.886534 1.477478 0.032 -0.027 0.011
H 0.788791 -2.894665 -2.385818 0.011 -0.027 -0.096
H -3.155772 4.011253 -1.866757 -0.044 0.012 0.011
H -0.988982 0.709531 4.107184 -0.014 0.043 0.019
C 2.322904 0.211730 -1.354048 -0.782 -0.893 0.496
C -3.762773 1.041955 -4.715527 0.028 -0.188 -0.261
H 3.650208 -1.976943 0.498793 0.020 0.028 -0.022
C -0.235011 1.430807 3.799149 -0.020 -0.015 -0.066
H 0.627328 1.339559 4.463370 0.016 -0.031 -0.014
H 2.418636 5.329160 2.119746 -0.011 -0.010 0.021
H 4.183971 -0.785528 -3.811397 -0.025 0.008 -0.009
N 0.013146 0.205895 1.671809 1.510 0.411 -1.477
C 0.805823 2.392554 1.668142 0.290 0.522 -0.079
C 1.928003 4.442270 0.227362 -0.092 0.064 0.280
H 2.304316 0.848881 -2.245973 -0.209 0.155 0.091
N -0.495103 -0.927105 2.215030 -0.173 -0.373 0.258
C 1.362500 3.331469 -0.375740 -0.065 0.162 -0.045
S -0.624915 -1.971397 -0.241048 0.650 0.877 -0.814
H -4.298758 3.043591 -0.929562 -0.011 0.028 -0.017
C -1.527940 0.498550 -3.108208 -0.221 0.240 0.205
N -1.233280 -3.086302 2.041884 -0.035 0.048 0.081
H 2.121249 -3.291244 -3.470214 0.062 -0.011 0.037
H 1.397222 3.488194 3.419615 -0.071 0.023 0.001
O -1.740803 1.582541 -0.443125 -0.261 -0.242 0.262
C 1.956676 4.493401 1.612011 0.079 0.146 -0.250
```
Forces are in eV/Å.